1.
ORCA calculation (ωB97M-V/def2-TZVPD) on a single C16H15BCl3NO2 molecule in a non-equilibrium geometry.

Each line ends with the natural charge from an NBO analysis.
Atoms and positions in Å:
Cl (-1.684, -2.345, -3.772)  -0.28
B (0.077, -2.100, -3.192)  0.49
Cl (0.658, -3.664, -2.210)  -0.36
Cl (1.193, -2.008, -4.698)  -0.29
O (0.066, -0.992, -2.295)  -0.74
C (1.081, -0.676, -1.380)  0.13
C (1.370, 0.843, -1.462)  -0.03
C (2.676, 1.317, -1.307)  -0.24
C (2.892, 2.690, -1.157)  -0.21
C (1.811, 3.568, -1.266)  -0.22
C (0.527, 3.095, -1.546)  -0.19
C (0.313, 1.717, -1.700)  -0.21
H (2.034, -1.154, -1.711)  0.20
H (3.493, 0.586, -1.291)  0.21
H (3.903, 3.047, -0.962)  0.22
H (1.977, 4.632, -1.121)  0.22
H (-0.315, 3.777, -1.654)  0.22
H (-0.658, 1.315, -2.006)  0.25
C (-4.463, -1.247, 1.428)  -0.26
O (-3.691, -0.519, 2.401)  -0.49
C (-2.343, -0.421, 2.220)  0.35
C (-1.639, -0.864, 1.051)  -0.30
C (-0.276, -0.618, 0.945)  0.11
C (0.361, -0.133, 2.090)  0.04
N (1.731, -0.340, 1.949)  -0.41
C (2.054, -0.934, 0.812)  0.27
C (0.812, -1.192, 0.020)  -0.38
C (-0.289, 0.297, 3.244)  -0.21
C (-1.663, 0.199, 3.302)  -0.23
H (-5.495, -1.095, 1.755)  0.21
H (-4.311, -0.842, 0.420)  0.19
H (-4.203, -2.312, 1.455)  0.19
H (-2.170, -1.430, 0.275)  0.26
H (2.393, -0.058, 2.662)  0.44
H (3.095, -1.145, 0.540)  0.25
H (0.659, -2.291, -0.049)  0.34
H (0.277, 0.724, 4.064)  0.23
H (-2.250, 0.571, 4.145)  0.24

F_max (hartree/bohr): 0.0604
LUMO level (Eh): -0.062
Spin multiplicity: 1
DFT total energy (eV): -60666.7989
Orbital gap (Eh): 0.2576

***

2.
ORCA calculation (ωB97M-V/def2-TZVPD) on a molecular structure, C23H52EuP4S in a non-equilibrium geometry.

Each line ends with the Mulliken charge.
Atoms and positions in Å:
Eu (0.000, 0.000, 0.000)  -0.29
P (-2.018, 0.590, 0.903)  1.32
P (0.980, -1.348, 1.593)  0.97
P (-0.823, -1.867, -1.095)  1.25
H (2.011, 0.897, -1.818)  0.33
C (1.083, 0.324, -1.866)  -0.57
C (-0.180, 1.050, -1.883)  -0.44
H (-0.160, 2.135, -1.834)  0.30
C (-2.282, 2.250, 1.690)  -1.44
C (-2.886, -0.412, 2.205)  -1.39
C (-3.396, 0.713, -0.333)  -1.31
C (2.641, -2.118, 1.250)  -1.36
C (1.358, -0.687, 3.289)  -1.23
C (0.129, -2.885, 2.206)  -1.32
C (-1.502, -1.661, -2.805)  -1.58
C (-2.203, -2.902, -0.418)  -1.47
C (0.400, -3.202, -1.477)  -1.36
H (1.202, -0.532, -2.533)  0.23
H (-0.969, 0.709, -2.548)  0.36
H (-1.904, 3.034, 1.027)  0.34
H (-1.741, 2.303, 2.638)  0.38
H (-3.347, 2.428, 1.881)  0.65
H (-2.272, -0.419, 3.112)  0.38
H (-2.999, -1.445, 1.867)  0.33
H (-3.876, -0.005, 2.448)  0.52
H (-3.106, 1.440, -1.098)  0.39
H (-4.339, 1.026, 0.131)  0.54
H (-3.547, -0.249, -0.829)  0.29
H (2.994, -2.732, 2.089)  0.47
H (3.370, -1.331, 1.046)  0.39
H (2.571, -2.739, 0.354)  0.31
H (1.790, -1.469, 3.925)  0.60
H (0.432, -0.326, 3.748)  0.35
H (2.062, 0.146, 3.241)  0.28
H (0.723, -3.368, 2.990)  0.57
H (-0.018, -3.603, 1.396)  0.39
H (-0.850, -2.620, 2.613)  0.34
H (-1.796, -2.639, -3.200)  0.53
H (-0.748, -1.223, -3.463)  0.36
H (-2.374, -1.003, -2.790)  0.29
H (-2.362, -3.787, -1.045)  0.52
H (-3.125, -2.315, -0.404)  0.41
H (-1.986, -3.221, 0.602)  0.30
H (-0.042, -3.975, -2.116)  0.42
H (0.756, -3.669, -0.556)  0.29
H (1.257, -2.753, -1.985)  0.33
C (1.487, -3.611, -6.533)  1.01
C (2.643, -4.326, -6.874)  -0.40
C (3.378, -3.965, -8.001)  -0.54
C (2.975, -2.894, -8.799)  -0.38
C (1.824, -2.182, -8.458)  -0.51
C (1.081, -2.534, -7.334)  -0.40
S (0.499, -4.008, -5.116)  0.01
H (1.245, -5.044, -4.696)  0.24
H (2.967, -5.162, -6.261)  0.31
H (4.272, -4.528, -8.254)  0.41
H (3.552, -2.616, -9.676)  0.43
H (1.498, -1.346, -9.070)  0.40
H (0.186, -1.975, -7.076)  0.40
C (0.545, 4.975, 0.247)  -1.12
C (1.800, 4.130, 0.461)  -0.78
P (1.397, 2.388, 0.922)  0.79
C (3.104, 1.715, 0.686)  0.15
C (4.261, 2.534, 1.270)  -1.48
C (0.747, 2.712, 2.613)  -0.15
C (1.764, 3.244, 3.619)  -1.69
H (-0.112, 4.501, -0.513)  0.20
H (0.840, 5.980, -0.121)  0.41
H (-0.025, 5.122, 1.183)  0.26
H (2.330, 4.100, -0.515)  0.46
H (2.457, 4.630, 1.195)  0.49
H (3.126, 0.737, 1.173)  -0.38
H (3.330, 1.602, -0.384)  0.11
H (4.164, 2.678, 2.358)  0.28
H (5.210, 1.986, 1.092)  0.43
H (4.364, 3.518, 0.771)  0.34
H (-0.057, 3.458, 2.558)  0.47
H (0.364, 1.769, 3.028)  0.17
H (2.204, 4.210, 3.308)  0.32
H (1.253, 3.411, 4.590)  0.46
H (2.558, 2.495, 3.797)  0.29

Net charge: +3
F_max (hartree/bohr): 0.2070
LUMO level (alpha / beta) (Eh): -0.317 / -0.425
Spin multiplicity: 7
DFT total energy (eV): -91974.2338
Orbital gap (alpha / beta) (Eh): 0.2100 / 0.1612

***

> The lowest DFT total energy belongs to which entry?

C23H52EuP4S

***

> The highest F_max belongs to which entry?

C23H52EuP4S

***

> Which formula does entry 1 have?

C16H15BCl3NO2

***

> Which value of F_max does entry 2 give?

0.2070 hartree/bohr